(1)
{"formula": "C33H88O33S11", "method": "wB97M-V/def2-TZVPD", "energy_ha": -8172.77516, "orbital_gap_ev": 10.46, "total_charge": 0, "homo_ev": -10.5, "elements": ["C", "C", "O", "S", "C", "O", "O", "H", "H", "H", "H", "H", "H", "H", "H", "C", "C", "O", "S", "C", "O", "O", "H", "H", "H", "H", "H", "H", "H", "H", "C", "C", "O", "S", "C", "O", "O", "H", "H", "H", "H", "H", "H", "H", "H", "C", "C", "O", "S", "C", "O", "O", "H", "H", "H", "H", "H", "H", "H", "H", "C", "C", "O", "S", "C", "O", "O", "H", "H", "H", "H", "H", "H", "H", "H", "C", "C", "O", "S", "C", "O", "O", "H", "H", "H", "H", "H", "H", "H", "H", "C", "C", "O", "S", "C", "O", "O", "H", "H", "H", "H", "H", "H", "H", "H", "C", "C", "O", "S", "C", "O", "O", "H", "H", "H", "H", "H", "H", "H", "H", "C", "C", "O", "S", "C", "O", "O", "H", "H", "H", "H", "H", "H", "H", "H", "C", "C", "O", "S", "C", "O", "O", "H", "H", "H", "H", "H", "H", "H", "H", "C", "C", "O", "S", "C", "O", "O", "H", "H", "H", "H", "H", "H", "H", "H"], "positions_angstrom": [[-3.211, -2.968, -2.466], [-3.863, -1.671, -3.049], [-4.284, -1.701, -4.410], [-3.601, -0.760, -5.489], [-4.463, 0.829, -5.018], [-2.154, -0.731, -5.239], [-4.149, -1.122, -6.793], [-2.311, -3.206, -3.033], [-3.942, -3.772, -2.552], [-2.875, -2.853, -1.435], [-4.761, -1.486, -2.460], [-3.187, -0.835, -2.868], [-4.100, 1.071, -4.019], [-5.512, 0.635, -5.243], [-3.980, 1.650, -5.549], [-1.313, -7.718, -4.094], [-0.021, -7.910, -3.256], [0.303, -6.866, -2.266], [0.868, -5.465, -2.946], [2.655, -5.577, -2.373], [0.773, -5.479, -4.417], [0.334, -4.332, -2.180], [-1.270, -6.758, -4.610], [-2.267, -7.690, -3.568], [-1.389, -8.423, -4.922], [-0.025, -8.910, -2.822], [0.873, -7.939, -3.879], [3.230, -4.660, -2.502], [3.116, -6.438, -2.856], [2.505, -5.676, -1.298], [0.673, 3.140, 3.516], [-0.115, 4.226, 2.797], [0.901, 5.112, 2.366], [0.773, 5.852, 0.913], [-0.865, 6.749, 1.232], [1.881, 6.727, 0.733], [0.612, 4.815, -0.134], [1.484, 3.595, 4.085], [1.105, 2.475, 2.768], [0.155, 2.528, 4.254], [-0.715, 3.839, 1.974], [-0.697, 4.726, 3.572], [-1.616, 5.966, 1.339], [-1.114, 7.255, 0.299], [-0.754, 7.437, 2.070], [0.224, -3.408, 0.891], [0.642, -1.900, 0.559], [-0.472, -1.317, -0.155], [-1.053, 0.120, 0.425], [0.221, 1.437, -0.142], [-2.349, 0.216, -0.249], [-0.974, 0.163, 1.904], [1.076, -3.961, 1.287], [-0.343, -3.866, 0.082], [-0.554, -3.265, 1.641], [0.979, -1.215, 1.336], [1.554, -2.039, -0.022], [0.894, 1.671, 0.684], [-0.296, 2.288, -0.585], [0.937, 0.965, -0.815], [1.688, -2.066, 4.331], [1.526, -0.604, 4.830], [2.010, -0.567, 6.170], [3.579, -0.470, 6.525], [3.613, 1.354, 6.558], [3.875, -1.010, 7.838], [4.365, -0.840, 5.327], [1.081, -2.646, 5.025], [2.720, -2.376, 4.162], [1.232, -2.187, 3.348], [2.001, 0.106, 4.153], [0.462, -0.368, 4.833], [4.683, 1.497, 6.710], [3.055, 1.791, 7.387], [3.316, 1.908, 5.667], [4.168, 2.570, 0.482], [4.269, 4.091, 0.888], [5.315, 4.152, 1.850], [5.122, 4.267, 3.499], [4.237, 5.853, 3.656], [4.263, 3.201, 4.019], [6.470, 4.446, 4.075], [3.804, 2.364, -0.525], [3.411, 2.068, 1.085], [5.098, 2.009, 0.574], [4.532, 4.753, 0.062], [3.401, 4.445, 1.443], [5.081, 6.527, 3.802], [3.609, 5.756, 4.542], [3.712, 6.095, 2.732], [2.104, -1.394, -2.840], [1.771, -0.867, -4.184], [2.767, -1.392, -5.032], [2.591, -1.747, -6.636], [1.068, -2.721, -6.630], [2.333, -0.525, -7.431], [3.665, -2.674, -7.044], [2.970, -0.930, -2.370], [2.264, -2.472, -2.798], [1.200, -1.135, -2.288], [0.810, -1.350, -4.360], [1.787, 0.210, -4.348], [1.190, -3.611, -6.013], [1.093, -3.158, -7.629], [0.235, -2.052, -6.414], [-3.730, 3.342, -0.356], [-4.523, 4.597, 0.031], [-3.675, 5.734, -0.189], [-4.410, 7.244, -0.290], [-4.563, 7.355, -2.099], [-5.770, 7.203, 0.202], [-3.369, 8.189, 0.250], [-3.609, 3.249, -1.435], [-4.234, 2.476, 0.073], [-2.729, 3.407, 0.072], [-5.517, 4.615, -0.416], [-4.778, 4.625, 1.090], [-4.665, 6.297, -2.340], [-3.697, 7.842, -2.548], [-5.569, 7.640, -2.405], [-2.419, -5.840, 2.588], [-3.157, -4.509, 2.798], [-3.554, -4.024, 1.507], [-5.042, -3.277, 1.427], [-4.580, -1.674, 2.085], [-5.368, -3.127, 0.017], [-5.932, -4.020, 2.343], [-1.920, -6.169, 3.499], [-1.685, -5.859, 1.782], [-3.106, -6.602, 2.220], [-3.974, -4.495, 3.520], [-2.440, -3.780, 3.173], [-4.634, -1.609, 3.171], [-5.128, -0.947, 1.485], [-3.548, -1.458, 1.805], [0.028, 6.869, -6.920], [-0.917, 6.573, -5.768], [-0.892, 5.238, -5.308], [-2.092, 4.679, -4.295], [-1.374, 5.168, -2.640], [-3.262, 5.449, -4.545], [-2.146, 3.212, -4.336], [-0.042, 7.865, -7.358], [-0.087, 6.176, -7.753], [1.061, 6.886, -6.572], [-0.609, 7.133, -4.884], [-1.906, 6.856, -6.129], [-2.131, 5.046, -1.865], [-0.949, 6.171, -2.641], [-0.608, 4.416, -2.450], [5.092, -4.636, 6.526], [4.293, -5.464, 5.541], [2.939, -5.044, 5.609], [1.889, -5.680, 4.432], [1.816, -7.482, 4.854], [0.557, -5.156, 4.494], [2.607, -5.614, 3.092], [5.175, -3.580, 6.266], [6.103, -5.025, 6.644], [4.700, -4.781, 7.533], [4.643, -5.475, 4.509], [4.398, -6.507, 5.837], [2.787, -7.968, 4.955], [1.092, -7.969, 4.201], [1.442, -7.649, 5.864]], "forces_ev_per_a": [[-0.24, 0.60, -1.54], [0.62, -0.14, 2.18], [0.05, -0.80, -0.81], [0.04, 1.12, -0.72], [2.21, -0.86, -0.38], [-2.13, 0.08, -0.44], [1.04, 0.12, 1.98], [-0.04, -0.16, -0.16], [0.20, -0.13, 0.17], [-0.43, 0.30, 0.02], [-0.12, 0.10, -0.13], [0.07, 0.05, -0.20], [-0.85, -0.43, 0.44], [0.20, 0.34, 0.41], [-0.39, -0.21, -0.74], [0.50, 1.15, -0.09], [-0.01, -0.32, -1.07], [-0.44, 0.88, -1.27], [1.23, 1.38, 0.27], [-1.57, -0.19, -0.08], [0.01, -0.24, 2.65], [0.30, -2.05, -1.37], [0.14, 0.10, 0.08], [0.29, -0.37, 0.46], [0.24, -0.42, 0.33], [-0.10, 0.45, 0.98], [-0.32, 0.00, -0.56], [-0.42, 0.03, -0.59], [0.00, 0.10, 0.22], [0.19, -0.45, -0.04], [0.32, -0.57, -0.08], [0.09, -1.04, 1.55], [1.06, 1.65, -1.87], [-2.28, -1.73, -0.67], [1.49, -0.87, -1.26], [0.08, 0.22, 0.77], [-0.27, 1.60, 2.01], [0.11, 0.15, -0.21], [0.19, -0.09, 0.16], [-0.58, 0.09, -0.33], [-0.03, 0.11, 0.03], [-0.45, 0.31, -0.44], [0.14, 0.11, 0.36], [0.18, 0.20, 0.18], [0.03, -0.25, -0.11], [-0.76, 2.61, 1.01], [0.49, -2.26, -0.32], [-0.07, 1.91, 0.63], [0.23, -0.17, 0.58], [-0.31, -1.55, 0.13], [2.09, 0.28, 1.01], [-0.31, -0.32, -2.64], [-0.20, -0.16, -0.15], [0.80, 0.08, -0.39], [0.14, -0.47, 0.59], [-0.55, -0.53, 0.66], [-0.32, 0.63, -1.04], [-0.78, 0.27, 0.45], [0.08, -0.16, 0.17], [-0.58, -0.15, -0.62], [-0.79, 1.07, -0.47], [0.46, -1.74, -1.40], [0.22, -0.40, 1.38], [0.43, 1.87, -2.29], [1.03, -0.38, 0.84], [-0.84, 0.42, -1.83], [-1.32, 0.05, 2.41], [0.58, -0.48, -0.06], [-0.04, -0.01, 0.74], [-0.33, 0.15, -0.04], [0.41, 0.20, 0.32], [0.08, 0.10, 0.49], [0.02, 0.53, 0.05], [0.06, -0.53, 0.23], [0.04, -0.88, -0.35], [-0.97, 0.47, -0.18], [-0.34, -1.98, 0.56], [1.79, 0.44, 2.46], [0.74, -0.02, 0.06], [1.06, -0.78, -0.14], [1.03, 1.22, -1.12], [-2.75, -0.60, -1.60], [0.10, 0.60, -0.31], [0.19, 0.04, 0.49], [0.13, 0.47, 0.22], [-0.02, -0.04, 0.17], [-0.56, -0.11, -0.80], [-0.33, 0.26, 0.10], [-0.01, 0.18, -0.23], [-0.18, -0.09, 0.26], [0.03, 0.87, 1.41], [-0.23, -0.72, -0.72], [1.71, -1.22, -2.77], [-0.42, 0.03, -1.09], [1.15, 0.04, -0.33], [0.77, -2.18, 1.92], [-1.56, 2.15, 1.34], [0.05, 0.16, -0.05], [-0.33, 0.09, -0.35], [0.12, -0.28, 0.72], [-0.28, 0.55, -0.77], [-0.50, 0.02, 0.52], [-0.12, 0.44, 0.61], [-0.46, 0.52, -0.27], [-0.10, -0.41, -0.13], [-0.27, 0.77, 0.38], [-0.12, -0.90, 0.89], [-0.92, 2.02, -0.26], [1.85, 1.36, 0.15], [-0.27, -1.13, 0.74], [1.42, -0.23, 0.22], [-2.96, -2.68, -1.46], [-0.21, -0.14, 0.00], [0.11, -0.10, -0.26], [0.04, -0.08, 0.13], [0.23, 0.48, -0.78], [0.27, -0.35, 0.21], [0.82, -0.14, -0.36], [-0.36, -0.11, -0.03], [0.28, 1.13, 0.39], [-0.74, -0.31, -0.18], [1.54, 0.05, -0.02], [-2.15, 0.65, -0.65], [0.21, -1.84, 0.50], [0.35, 0.19, -0.61], [0.57, -0.22, 1.95], [1.43, 1.75, -1.75], [-0.16, 0.03, 0.03], [0.24, 0.85, 0.12], [-0.35, -0.12, 0.48], [-0.15, -0.61, -0.30], [0.20, 0.13, 0.10], [-0.53, -0.05, -0.23], [-0.50, 0.04, 0.60], [0.13, -0.46, -0.10], [1.09, -0.46, 0.06], [-0.39, 1.55, -0.10], [-0.96, -2.62, 0.52], [2.08, -0.74, 0.83], [-0.19, -1.06, -1.04], [-0.64, 0.27, -0.19], [0.43, 2.76, -0.24], [-0.83, 0.15, 0.35], [0.05, -0.18, 0.18], [0.14, -0.59, -0.06], [-0.28, 0.74, -0.19], [-0.24, -0.13, 0.55], [-0.16, 0.19, -0.31], [-0.16, -0.09, -0.25], [0.14, 0.24, -0.08], [0.29, -0.08, 0.18], [1.12, -0.70, -0.12], [-3.00, -0.53, -1.52], [3.32, -1.38, -3.00], [-0.13, 0.57, 1.15], [0.88, 0.24, 0.83], [-1.86, 0.05, 3.91], [-0.26, -0.05, 0.06], [0.13, -0.12, -0.51], [-0.42, 0.38, -0.07], [0.07, 0.65, -0.03], [-0.37, -0.25, 0.27], [0.14, 0.31, -0.99], [0.45, 0.22, -0.38], [-0.43, 0.72, 0.13]]}

(2)
{"formula": "C4H12", "method": "wB97M-V/def2-TZVPD", "energy_ha": -159.15883, "orbital_gap_ev": [13.51, 5.81], "total_charge": 1, "homo_ev": [-16.6, -16.5], "spin_multiplicity": 2, "elements": ["C", "C", "H", "H", "H", "H", "H", "H", "C", "C", "H", "H", "H", "H", "H", "H"], "positions_angstrom": [[0.403, -2.109, -0.763], [-0.733, -1.501, 0.071], [1.003, -1.269, -1.119], [0.974, -2.783, -0.132], [0.018, -2.625, -1.640], [-0.458, -0.674, 0.743], [-1.253, -2.284, 0.629], [-1.533, -1.194, -0.619], [0.204, 1.907, -0.404], [0.145, 1.743, 1.087], [0.861, 1.220, -0.938], [-0.744, 1.714, -0.912], [0.455, 2.984, -0.555], [-0.098, 0.566, 1.114], [-0.556, 2.277, 1.716], [1.124, 1.650, 1.570]], "forces_ev_per_a": [[-0.18, 1.17, 1.37], [-1.31, -2.47, -2.55], [0.44, -0.32, -0.27], [0.34, 0.00, -0.29], [-0.20, -0.07, -0.03], [0.30, 0.71, 0.83], [0.37, 0.30, 0.85], [0.31, 0.89, 0.32], [-0.91, -0.95, 0.10], [1.04, 0.33, -0.67], [0.66, 0.39, 0.48], [-0.35, 0.68, 0.15], [-0.01, -0.03, -0.05], [-0.17, -0.49, -0.14], [-0.33, 0.04, -0.30], [0.02, -0.19, 0.22]]}

Energy above the lowest of the compared OMol25 structures with the same formula, charge and spin for every record listed, in sequence, given in kcal per mole: 143.6; 6.9.